1.
ORCA calculation (ωB97M-V with the def2-TZVPD basis set) on the molecule C3H6N2S2.

Output
structure (SMILES)	[H]/N=C/N(S)C(C)=S

Last column: natural (NBO) charge in e.
CARTESIAN COORDINATES (ANGSTROEM)
H: 1.947 2.782 0.077  0.358
N: 1.950 1.700 -0.013  -0.663
C: 0.762 1.417 0.066  0.260
N: 0.339 0.152 0.168  -0.546
S: 1.506 -1.158 -0.120  0.125
C: -0.949 -0.331 0.121  0.129
C: -0.947 -1.787 0.137  -0.702
S: -2.198 0.709 -0.118  -0.099
H: 0.087 2.237 0.458  0.204
H: 2.544 -0.271 -0.053  0.178
H: -0.444 -1.862 -0.841  0.253
H: -1.893 -2.173 0.188  0.248
H: -0.389 -2.294 0.954  0.254



2.
ORCA calculation (ωB97M-V with the def2-TZVPD basis set) on the molecule C3H6N2S2.

Output
structure (SMILES)	CNNC(=S)C=S

Last column: natural (NBO) charge in e.
CARTESIAN COORDINATES (ANGSTROEM)
C: -1.737 -0.637 0.826  -0.453
N: -1.236 0.688 0.138  -0.443
N: 0.061 0.674 0.209  -0.403
C: 0.849 0.019 -0.680  0.020
S: 0.376 -1.278 -1.710  -0.151
C: 2.373 0.373 -0.653  -0.290
S: 3.213 1.291 0.509  0.053
H: -0.894 -1.385 0.689  0.208
H: -2.784 -1.004 0.200  0.220
H: -1.784 -0.431 1.933  0.201
H: -1.576 0.525 -0.894  0.365
H: 0.293 1.177 1.111  0.430
H: 2.846 -0.013 -1.678  0.244



Results for E_HOMO: -8.63; -8.85 (in eV, following the order of the records).
Results for ΔE to the lowest compared entry with this formula, charge and spin: 54.2; 89.1 (in kcal/mol, following the order of the records).